Record 1
105
Properties=species:S:1:pos:R:3 method="wB97M-V/def2-TZVPD" e_tot_ev=-141467.93946 molar_mass_da=1136.91 lumo_energy_ev=-2.185 homo_lumo_gap_ev=6.76 e_homo_ev=-8.9
O -1.438 -6.591 3.446
C -1.890 -5.858 2.390
Cl -2.112 -6.632 0.688
C -2.269 -4.263 2.508
C -3.719 -3.853 1.847
C -5.026 -4.854 1.896
F -5.039 -6.201 2.539
C -6.426 -4.304 1.225
C -7.849 -5.183 1.240
B -8.900 -4.247 2.153
O -8.343 -3.826 3.487
O -10.240 -3.820 1.692
C -6.564 -2.800 0.508
C -5.240 -1.834 0.482
N -5.244 -0.435 -0.128
S -3.579 0.042 0.215
N -2.734 -1.296 1.030
C -3.825 -2.343 1.142
H -2.154 -3.839 3.616
H -1.440 -3.681 1.877
H -7.687 -6.239 1.761
H -8.243 -5.387 0.156
H -9.062 -3.831 4.184
H -10.135 -2.896 1.270
H -7.619 -2.465 0.060
O 2.695 3.152 -1.289
C 1.511 2.860 -1.274
O 0.654 3.077 -2.319
C -0.576 2.484 -1.955
C -0.497 2.460 -0.467
F -1.162 1.396 0.035
O 0.878 2.285 -0.213
H -0.639 1.481 -2.392
H -1.420 3.078 -2.318
H -0.847 3.380 0.015
O 7.042 7.498 -2.803
C 6.461 6.462 -2.525
O 5.110 6.284 -2.645
C 4.860 4.924 -2.355
C 6.040 4.547 -1.526
F 6.365 3.248 -1.712
O 7.078 5.344 -2.051
H 4.801 4.358 -3.290
H 3.917 4.806 -1.813
H 5.922 4.753 -0.457
O -1.206 -2.064 5.408
C -2.244 -1.426 5.341
O -2.656 -0.529 6.288
C -3.823 0.083 5.777
C -4.319 -0.930 4.803
F -4.951 -0.333 3.767
O -3.138 -1.526 4.317
H -3.557 1.033 5.303
H -4.544 0.280 6.576
H -4.965 -1.697 5.242
O -6.822 1.676 3.817
C -7.259 2.095 2.758
O -8.404 1.638 2.166
C -8.628 2.461 1.039
C -7.263 2.983 0.744
F -7.325 4.226 0.218
O -6.661 3.069 2.016
H -9.336 3.253 1.303
H -9.041 1.884 0.208
H -6.664 2.333 0.097
O 11.394 0.147 -4.415
C 10.356 0.785 -4.482
O 9.944 1.682 -3.534
C 8.777 2.294 -4.045
C 8.281 1.282 -5.020
F 7.649 1.878 -6.055
O 9.462 0.685 -5.505
H 9.043 3.244 -4.520
H 8.056 2.491 -3.247
H 7.635 0.514 -4.580
O -9.828 -4.963 6.046
C -8.734 -5.493 6.155
O -7.948 -5.854 5.096
C -6.725 -6.306 5.642
C -7.116 -6.705 7.024
F -6.096 -6.509 7.889
O -8.151 -5.804 7.346
H -5.997 -5.488 5.628
H -6.323 -7.143 5.065
H -7.484 -7.733 7.107
O 6.694 0.623 -1.267
C 7.772 0.402 -0.741
O 8.925 0.143 -1.431
C 9.959 0.075 -0.471
C 9.220 -0.263 0.779
F 9.828 0.275 1.860
O 7.974 0.375 0.607
H 10.466 1.045 -0.414
H 10.694 -0.689 -0.739
H 9.065 -1.336 0.932
O 6.094 5.218 -10.362
C 7.172 4.997 -9.835
O 8.325 4.737 -10.526
C 9.359 4.670 -9.565
C 8.620 4.332 -8.316
F 9.228 4.869 -7.235
O 7.374 4.970 -8.488
H 9.866 5.640 -9.509
H 10.094 3.906 -9.833
H 8.465 3.259 -8.162

Record 2
72
Properties=species:S:1:pos:R:3 method="wB97M-V/def2-TZVPD" e_tot_ev=-129989.05022 total_charge=-2 molar_mass_da=819.38 lumo_energy_ev=4.063 homo_lumo_gap_ev=2.91 e_homo_ev=1.2
Tl 0.303 -0.912 -0.890
Cl -4.665 -3.363 4.355
C -3.620 -3.106 2.965
C -4.177 -3.123 1.681
C -3.353 -2.982 0.599
C -1.931 -2.815 0.708
O -1.213 -2.844 -0.331
C -1.410 -2.716 2.056
C -0.037 -2.462 2.386
N 0.862 -1.885 1.669
C 2.075 -1.573 2.272
C 2.162 -1.318 3.641
C 3.355 -0.953 4.264
C 4.515 -0.820 3.547
C 4.500 -1.057 2.160
C 5.662 -0.947 1.370
C 5.583 -1.148 0.018
C 4.344 -1.500 -0.530
N 3.255 -1.651 0.180
C 3.283 -1.421 1.504
C -2.279 -2.906 3.145
H -5.245 -3.254 1.560
H -3.762 -2.994 -0.404
H 0.236 -2.804 3.396
H 1.258 -1.342 4.233
H 3.356 -0.752 5.329
H 5.436 -0.506 4.024
H 6.604 -0.706 1.850
H 6.460 -1.052 -0.610
H 4.238 -1.677 -1.597
H -1.884 -2.853 4.154
Br 1.072 1.216 -3.952
C 0.320 -0.383 -4.675
C 0.546 -0.699 -6.002
C -0.031 -1.865 -6.488
C -0.798 -2.635 -5.620
C -0.963 -2.208 -4.317
N -0.408 -1.092 -3.841
H 1.140 -0.053 -6.633
H 0.107 -2.155 -7.522
H -1.273 -3.545 -5.964
H -1.550 -2.762 -3.591
C 0.744 2.002 2.555
C 1.103 2.311 1.101
C 2.413 3.099 1.022
C -0.064 2.978 0.420
C -0.151 4.350 0.336
C -1.242 4.997 -0.254
C -2.265 4.207 -0.783
C -2.249 2.828 -0.737
C -3.391 2.070 -1.390
C -4.143 1.186 -0.387
C -2.901 1.215 -2.567
C -1.132 2.101 -0.111
N -1.109 0.796 -0.026
H 1.525 1.406 3.035
H -0.192 1.439 2.579
H 0.616 2.934 3.117
H 1.250 1.352 0.592
H 2.395 3.972 1.683
H 2.585 3.443 0.000
H 3.254 2.465 1.323
H 0.654 4.966 0.738
H -1.286 6.081 -0.310
H -3.108 4.705 -1.267
H -4.098 2.813 -1.790
H -3.432 0.483 0.051
H -4.947 0.627 -0.885
H -4.580 1.791 0.413
H -2.227 0.447 -2.188
H -2.357 1.830 -3.290
H -3.743 0.729 -3.079

Record 3
77
Properties=species:S:1:pos:R:3 method="wB97M-V/def2-TZVPD" e_tot_ev=-109930.34680 total_charge=+2 molar_mass_da=1012.63 lumo_energy_ev="-6.933 / -9.105" homo_lumo_gap_ev="6.78 / 5.43" spin_multiplicity=5 e_homo_ev="-13.7 / -14.5"
Ir 0.530 -2.004 -0.091
S 2.860 -1.509 -0.693
P 2.188 0.442 -0.719
C 0.540 0.002 -0.234
P -1.039 0.478 -0.895
S -1.717 -1.459 -1.053
C -1.296 1.323 -2.457
C -1.500 0.570 -3.615
C -1.799 1.218 -4.800
C -1.886 2.605 -4.830
C -1.669 3.351 -3.678
C -1.376 2.716 -2.484
C -1.867 1.402 0.409
C -1.122 1.863 1.494
C -1.752 2.599 2.486
C -3.114 2.853 2.399
C -3.849 2.395 1.312
C -3.230 1.670 0.307
C 2.478 1.132 -2.342
C 1.820 0.541 -3.423
C 2.118 0.955 -4.706
C 3.087 1.933 -4.909
C 3.747 2.508 -3.831
C 3.448 2.113 -2.537
C 2.878 1.468 0.584
C 2.460 2.800 0.641
C 2.904 3.603 1.677
C 3.751 3.079 2.647
C 4.161 1.754 2.584
C 3.722 0.936 1.554
H -1.445 -0.511 -3.584
H -1.972 0.639 -5.697
H -2.135 3.105 -5.757
H -1.744 4.429 -3.711
H -1.231 3.292 -1.577
H -0.059 1.661 1.546
H -1.179 2.982 3.320
H -3.604 3.420 3.179
H -4.906 2.615 1.243
H -3.798 1.328 -0.550
H 1.102 -0.253 -3.254
H 1.613 0.504 -5.550
H 3.339 2.235 -5.917
H 4.506 3.259 -4.001
H 3.968 2.553 -1.696
H 1.803 3.202 -0.124
H 2.595 4.639 1.724
H 4.095 3.712 3.454
H 4.830 1.357 3.336
H 4.045 -0.096 1.494
F 0.588 -3.974 -0.410
Sb 0.385 -6.122 -0.797
F 1.589 -6.074 0.661
F -0.991 -5.848 0.496
F 0.206 -7.946 -0.993
F -0.826 -5.425 -2.058
F 1.787 -5.762 -1.980
C 0.979 -1.225 3.468
P 0.181 -2.384 2.326
C 0.599 -4.042 2.902
C -1.603 -2.193 2.462
C -2.178 -1.098 3.105
C -3.558 -0.974 3.138
C -4.361 -1.927 2.523
C -3.787 -3.017 1.880
C -2.411 -3.153 1.844
H 0.751 -0.194 3.201
H 2.057 -1.376 3.423
H 0.632 -1.438 4.480
H 0.288 -4.128 3.945
H 1.673 -4.209 2.822
H 0.091 -4.799 2.305
H -1.560 -0.355 3.592
H -4.007 -0.134 3.651
H -5.437 -1.820 2.558
H -4.412 -3.769 1.417
H -1.971 -4.021 1.361